Density functional theory data (ωB97M-V/def2-TZVPD) for the molecule C9H13N3O.

Calculated values
Energy above the lowest of the compared OMol25 structures with the same formula, charge and spin in eV: 3.442
DFT total energy in hartree: -590.15042
HOMO in eV: -7.77
Multiplicity: 1
SMILES string: COc1ccccc1/N=N/N(C)C
Orbital gap in eV: 8.58

Atoms and positions in Å:
C1 1.077 2.760 0.548
O1 1.074 1.816 -0.512
C2 1.559 0.548 -0.218
C3 2.902 0.229 -0.358
C4 3.312 -1.091 -0.153
C5 2.385 -2.102 0.188
C6 1.022 -1.766 0.362
C7 0.617 -0.468 0.089
N1 -0.685 0.034 0.101
N2 -1.625 -0.812 -0.089
N3 -2.801 -0.271 -0.154
C8 -2.991 1.211 0.041
C9 -4.011 -1.167 -0.102
H1 0.258 3.498 0.348
H2 1.983 3.306 0.550
H3 0.950 2.310 1.525
H4 3.532 1.079 -0.652
H5 4.334 -1.329 -0.203
H6 2.670 -3.116 0.523
H7 0.303 -2.482 0.738
H8 -2.772 1.525 1.109
H9 -2.381 1.703 -0.764
H10 -4.057 1.418 -0.166
H11 -4.505 -1.083 0.919
H12 -4.680 -0.759 -0.892
H13 -3.670 -2.181 -0.322